(1)
DFT (wB97M-V/def2-TZVPD) results for one molecule with the formula C2H4N2 in a non-equilibrium geometry.

CARTESIAN COORDINATES (ANGSTROEM)
C1 -0.10 -0.58 0.90
N1 0.77 0.60 0.65
C2 0.53 0.49 -0.77
N2 0.75 -0.86 -0.28
H1 0.21 -0.97 1.77
H2 -1.13 -0.49 0.58
H3 -0.46 0.80 -0.96
H4 1.35 0.90 -1.18

Output
ΔE to the lowest compared entry with this formula, charge and spin in kcal per mole: 98.7
Orbital gap in eV: 11.0
SMILES: C1N2CN12
Net charge: 0

=====

(2)
DFT (wB97M-V/def2-TZVPD) results for one molecule with the formula C2H4N2 in a non-equilibrium geometry.

CARTESIAN COORDINATES (ANGSTROEM)
C1 0.66 -0.38 -0.03
C2 -0.59 0.46 -0.08
N1 1.80 0.17 0.08
N2 -1.64 -0.21 0.14
H1 0.42 -1.45 -0.12
H2 -0.60 1.57 -0.33
H3 2.56 -0.43 0.36
H4 -2.61 0.26 -0.01

Output
Multiplicity: 3
ΔE to the lowest compared entry with this formula, charge and spin in kcal per mole: 29.7
Orbital gap (alpha / beta) in eV: 7.4 / 5.6
Net charge: 0

=====

Question: Which of these has the highest ΔE to the lowest compared entry with this formula, charge and spin?
Answer: number 1

=====

Question: The lowest ΔE to the lowest compared entry with this formula, charge and spin belongs to which entry?
Answer: number 2

=====

Question: Which value of net charge does entry 2 give?
Answer: 0